--- a ---
# C2H3FINO

C2H3FINO as an isolated structure (ωB97M-V with the def2-TZVPD basis set, the Open Molecules 2025 dataset).

```
! RIJCOSX wB97M-V def2-TZVPD def2/J DEFGRID3
* xyz 0 1
C 0.636 0.574 -0.360
C -0.800 0.432 -0.465
N 2.734 -1.554 -0.323
O 1.488 1.378 -0.289
F -1.219 -0.918 -0.424
I 3.741 0.022 0.001
H -1.309 0.933 -1.327
H -1.359 1.012 0.450
H 2.454 -1.769 0.607
*
```

- Kohn-Sham gap (alpha / beta) (eV) = 8.073 / 7.709

Atom charges from the Löwdin analysis, given in e for atoms 1 to 6: C -0.1953; C -0.1744; N -0.5808; O -0.1171; F -0.0675; I 0.9535

--- b ---
# C2H3FINO

A 2-piece molecular cluster, C2H3FINO overall (ωB97M-V with the def2-TZVPD basis set, the Open Molecules 2025 dataset).

```
! RIJCOSX wB97M-V def2-TZVPD def2/J DEFGRID3
* xyz 0 1
C 0.224 -0.012 -0.534
C 1.127 -0.756 0.365
N -1.367 1.154 0.364
O 0.242 0.244 -1.677
F 0.477 -1.395 1.374
I -2.277 1.931 -1.221
H 1.818 -0.030 0.819
H 1.678 -1.511 -0.219
H -1.921 0.375 0.729
*
```

- Kohn-Sham gap (alpha / beta) (eV) = 8.145 / 8.147

Atom charges from the Löwdin analysis, given in e for atoms 1 to 6: C -0.2186; C -0.1644; N -0.5930; O 0.0445; F -0.0109; I 0.7242

Most stable: b (next structure +2.013 eV)

--- a ---
# H12IO6

A 7-piece molecular cluster, H12IO6 overall (ωB97M-V with the def2-TZVPD basis set, the Open Molecules 2025 dataset).

```
! RIJCOSX wB97M-V def2-TZVPD def2/J DEFGRID3
* xyz -1 1
I 0.248 -0.045 0.931
O -0.676 3.515 1.194
H -0.452 2.552 1.397
H 0.085 3.921 1.410
O -1.668 -2.911 0.634
H -1.095 -3.366 1.207
H -1.299 -1.925 0.448
O 3.686 0.196 -0.429
H 2.825 -0.041 -0.074
H 3.827 0.387 -1.283
O -3.156 1.008 1.998
H -3.641 1.184 1.164
H -2.346 0.717 1.409
O 0.906 -2.870 -1.432
H 0.551 -3.676 -0.983
H 0.597 -2.091 -1.038
O 0.306 0.950 -2.470
H 0.483 0.674 -1.646
H 0.821 1.822 -2.437
*
```

- Kohn-Sham gap (eV) = 8.681

Atom charges from the Löwdin analysis, given in e for atoms 1 to 6: I 0.2621; O -0.0882; H -0.0694; H -0.0577; O -0.1813; H -0.0274

--- b ---
# H12IO6

A 7-piece molecular cluster, H12IO6 overall (ωB97M-V with the def2-TZVPD basis set, the Open Molecules 2025 dataset).

```
! RIJCOSX wB97M-V def2-TZVPD def2/J DEFGRID3
* xyz -1 1
I -0.305 -0.519 0.416
O -2.530 0.842 3.276
H -3.267 0.418 3.228
H -2.097 0.382 2.539
O 1.105 -3.739 0.577
H 1.806 -3.549 0.130
H 0.850 -2.808 0.698
O -3.844 -0.367 -0.866
H -4.318 0.518 -0.347
H -3.016 -0.227 -0.656
O 1.633 2.804 -0.191
H 0.868 2.071 -0.255
H 1.811 2.924 -1.200
O 0.836 0.441 -3.173
H 0.181 0.241 -2.442
H 0.798 1.359 -3.090
O 3.476 -0.486 0.286
H 2.605 -0.509 0.096
H 3.399 0.202 0.967
*
```

- Kohn-Sham gap (eV) = 8.289

Atom charges from the Löwdin analysis, given in e for atoms 1 to 6: I 0.1033; O -0.0234; H -0.0899; H -0.0661; O -0.0551; H -0.0935

Most stable: a (next structure +0.995 eV)

--- a ---
# H12IO6

A 7-piece molecular cluster, H12IO6 overall (ωB97M-V with the def2-TZVPD basis set, the Open Molecules 2025 dataset).

```
! RIJCOSX wB97M-V def2-TZVPD def2/J DEFGRID3
* xyz -1 1
I 0.184 0.108 -0.061
O 2.720 2.216 1.830
H 1.924 1.606 1.738
H 2.947 2.656 1.048
O 0.865 -3.331 0.403
H 0.672 -3.533 1.342
H 0.690 -2.310 0.366
O 1.346 -1.360 -3.522
H 0.968 -1.003 -2.658
H 2.205 -1.402 -3.793
O -2.998 -1.885 -0.588
H -2.251 -1.310 -0.842
H -3.342 -1.750 -1.455
O -1.450 3.344 -1.047
H -1.030 2.442 -1.205
H -0.903 4.093 -1.287
O -1.042 0.272 3.373
H -0.453 0.655 3.921
H -1.043 0.493 2.428
*
```

- Kohn-Sham gap (eV) = 8.439

Atom charges from the Löwdin analysis, given in e for atoms 1 to 6: I 0.1558; O -0.1160; H -0.0360; H -0.0186; O -0.1891; H 0.0192

--- b ---
# H12IO6

A 7-piece molecular cluster, H12IO6 overall (ωB97M-V with the def2-TZVPD basis set, the Open Molecules 2025 dataset).

```
! RIJCOSX wB97M-V def2-TZVPD def2/J DEFGRID3
* xyz -1 1
I 3.998 -1.886 0.291
O 4.373 -0.338 3.690
H 4.587 -0.802 2.927
H 4.675 -0.920 4.392
O 6.015 0.012 -2.087
H 6.791 -0.222 -1.565
H 5.320 -0.485 -1.622
O 1.341 -0.190 2.227
H 2.243 -0.471 2.040
H 1.389 0.125 3.144
O 1.885 -4.029 -1.431
H 2.465 -3.431 -0.995
H 0.994 -3.819 -1.112
O 6.988 -3.589 -0.134
H 6.121 -3.404 0.273
H 6.788 -3.307 -1.002
O 0.723 -1.589 -0.625
H 0.745 -2.182 0.137
H 1.508 -1.033 -0.476
*
```

- Kohn-Sham gap (eV) = 8.488

Atom charges from the Löwdin analysis, given in e for atoms 1 to 6: I 0.3180; O -0.0656; H -0.1195; H 0.0339; O -0.1277; H 0.0168

Most stable: b (next structure +1.213 eV)

--- a ---
# C5H14N

A 2-piece molecular cluster, C5H14N overall (ωB97M-V with the def2-TZVPD basis set, the Open Molecules 2025 dataset).

```
! RIJCOSX wB97M-V def2-TZVPD def2/J DEFGRID3
* xyz 1 1
C -0.394 2.511 1.336
N 0.288 1.192 1.104
H -1.366 2.468 0.842
H -0.439 2.699 2.428
H 0.243 3.254 0.863
H 0.365 0.969 0.055
H -0.262 0.428 1.528
H 1.227 1.120 1.519
C -0.318 -2.000 0.760
C 0.018 -1.859 -0.718
C -0.303 -0.537 -1.310
C 0.642 0.276 -1.868
H -1.275 -1.553 0.978
H -0.234 -3.040 1.085
H 0.445 -1.477 1.364
H -0.441 -2.722 -1.276
H 1.072 -2.003 -0.818
H -1.311 -0.148 -1.226
H 0.342 1.184 -2.443
H 1.753 0.130 -1.821
*
```

- Kohn-Sham gap (eV) = 10.599

Atom charges from the Löwdin analysis, given in e for atoms 1 to 6: C -0.0074; N 0.1041; H 0.1040; H 0.1141; H 0.0986; H 0.1048

--- b ---
# C5H14N

An isolated ion of composition C5H14N and charge +1 (ωB97M-V with the def2-TZVPD basis set, the Open Molecules 2025 dataset).

```
! RIJCOSX wB97M-V def2-TZVPD def2/J DEFGRID3
* xyz 1 1
C -1.442 -0.878 0.465
C -0.733 -0.014 -0.580
C 0.768 0.084 -0.300
C 1.532 -1.255 -0.407
C 1.142 0.709 1.044
N -1.327 1.381 -0.636
H -1.124 -1.913 0.354
H -1.173 -0.544 1.471
H -2.538 -0.824 0.421
H -0.970 -0.448 -1.547
H 1.148 0.724 -1.143
H 2.555 -0.980 -0.765
H 1.614 -1.807 0.539
H 1.170 -1.823 -1.263
H 2.188 0.466 1.230
H 1.060 1.787 1.068
H 0.600 0.309 1.906
H -1.164 1.860 0.258
H -0.964 1.892 -1.441
H -2.343 1.273 -0.673
*
```

- SMILES string = CC(C)[C@@H](C)[NH3+]
- Kohn-Sham gap (eV) = 11.938

Atom charges from the Löwdin analysis, given in e for atoms 1 to 6: C -0.0242; C -0.3238; C -0.3989; C -0.0571; C -0.0649; N 0.2327

--- c ---
# C5H14N

A 2-piece molecular cluster, C5H14N overall (ωB97M-V with the def2-TZVPD basis set, the Open Molecules 2025 dataset).

```
! RIJCOSX wB97M-V def2-TZVPD def2/J DEFGRID3
* xyz 1 1
C 2.272 0.691 -0.064
C 0.883 0.046 0.064
C -0.157 0.813 -0.742
C -1.579 0.220 -0.728
C -2.149 0.071 0.675
N 1.019 -1.350 -0.381
H 2.603 0.557 -1.109
H 2.979 0.205 0.613
H 2.207 1.771 0.118
H 0.574 0.158 1.139
H -0.159 1.844 -0.368
H 0.150 0.871 -1.803
H -2.245 0.842 -1.341
H -1.534 -0.757 -1.241
H -2.261 1.010 1.228
H -3.178 -0.325 0.623
H -1.565 -0.658 1.273
H 0.676 -2.239 1.744
H 1.363 -1.958 0.521
H 0.099 -1.812 -0.221
*
```

- Kohn-Sham gap (eV) = 5.689

Atom charges from the Löwdin analysis, given in e for atoms 1 to 6: C -0.0424; C -0.4622; C -0.1728; C -0.2461; C -0.0999; N 0.2299

Most stable: b (next structure +1.054 eV)

--- a ---
# C5H6S2

One molecule with the formula C5H6S2 (ωB97M-V with the def2-TZVPD basis set, the Open Molecules 2025 dataset).

```
! RIJCOSX wB97M-V def2-TZVPD def2/J DEFGRID3
* xyz 0 1
C -0.462 0.999 -1.557
C -1.146 0.277 -0.336
C 0.210 -1.787 1.071
C 1.376 -1.064 0.990
C 0.149 1.269 -0.205
H 0.160 0.492 -2.298
H -1.362 1.681 -1.966
H -2.041 0.905 0.038
H 0.225 -2.417 1.966
H 2.128 -1.431 1.707
H 0.051 2.172 0.579
S -1.036 -1.474 -0.090
S 1.748 0.378 0.101
*
```

- SMILES string = C1=CS[C@@H]2C[C@@H]2S1
- Kohn-Sham gap (eV) = 9.034

Atom charges from the Löwdin analysis, given in e for atoms 1 to 6: C -0.2097; C -0.5796; C -0.5227; C -0.5594; C -0.5204; H 0.0929

--- b ---
# C5H6S2

One molecule with the formula C5H6S2 (ωB97M-V with the def2-TZVPD basis set, the Open Molecules 2025 dataset).

```
! RIJCOSX wB97M-V def2-TZVPD def2/J DEFGRID3
* xyz 0 1
C 0.832 -0.939 0.789
C 0.776 1.578 -0.265
C -0.584 1.672 0.055
C -1.229 -0.999 -0.530
C -0.020 -1.567 -0.220
H 1.534 -1.463 1.345
H 0.068 -0.283 1.484
H 1.273 2.522 -0.596
H -1.082 2.585 0.240
H -2.013 -1.312 -1.369
H 0.316 -2.380 -0.906
S 1.886 0.209 -0.186
S -1.757 0.377 0.158
*
```

- SMILES string = C1=CSC=CSC1
- Kohn-Sham gap (eV) = 7.981

Atom charges from the Löwdin analysis, given in e for atoms 1 to 6: C -0.4731; C -0.4874; C -0.4593; C -0.5444; C -0.2675; H 0.0361

Most stable: b (next structure +0.192 eV)

--- a ---
# C2H5N3O

One molecule with the formula C2H5N3O (ωB97M-V with the def2-TZVPD basis set, the Open Molecules 2025 dataset).

```
! RIJCOSX wB97M-V def2-TZVPD def2/J DEFGRID3
* xyz 0 1
C 0.256 0.127 2.012
C 0.007 -0.417 -1.353
N 1.651 0.157 1.626
N 1.916 -0.186 0.551
N 0.030 -0.893 -0.023
O -0.480 0.165 0.820
H 0.030 -0.790 2.694
H 0.062 1.095 2.612
H -0.880 0.170 -1.673
H 0.865 0.269 -1.522
H 0.085 -1.350 -2.049
*
```

- Kohn-Sham gap (alpha / beta) (eV) = 8.725 / 9.186

Atom charges from the Löwdin analysis, given in e for atoms 1 to 6: C -0.2519; C -0.1851; N -0.0362; N 0.1699; N -0.0664; O -0.1738

--- b ---
# C2H5N3O

One molecule with the formula C2H5N3O (ωB97M-V with the def2-TZVPD basis set, the Open Molecules 2025 dataset).

```
! RIJCOSX wB97M-V def2-TZVPD def2/J DEFGRID3
* xyz 0 1
C -0.623 0.819 -0.176
C 2.626 -0.326 0.136
H -2.846 -0.672 0.913
H -2.748 -1.068 -0.753
H -1.126 1.683 -0.433
H 3.163 -1.158 -0.069
H 3.318 0.486 0.409
N -2.623 -0.313 0.028
N -1.265 -0.286 0.142
N 1.394 -0.497 -0.294
O 0.710 0.679 0.131
*
```

- SMILES string = C=NO/C=N/N
- Kohn-Sham gap (eV) = 9.414

Atom charges from the Löwdin analysis, given in e for atoms 1 to 6: C -0.1477; C 0.0053; H 0.0457; H 0.1289; H 0.0978; H 0.0202

Most stable: a (next structure +0.166 eV)